1.
C19H19F2N3O7 | ωB97M-V with the def2-TZVPD basis set

```
50
Properties=species:S:1:pos:R:3:forces:R:3:nbo_charge:R:1
C -4.4980 -1.8310 -2.6857 0.1 -0.1 -0.2 -0.2535
O -4.9734 -1.2406 -1.4992 -0.1 0.1 0.3 -0.4919
C -4.1036 -1.0237 -0.4879 -0.1 0.1 0.2 0.3548
C -2.7568 -1.3576 -0.4979 -0.1 0.0 0.0 -0.2909
C -1.9405 -1.0983 0.6061 -0.6 0.2 0.1 -0.0725
C -0.5293 -1.4383 0.6232 0.6 -0.2 -0.2 -0.1123
C 0.2275 -1.7897 -0.4237 -0.3 0.1 0.3 -0.3102
C 1.6736 -2.0170 -0.2836 0.1 -0.1 -0.4 0.7630
O 2.4666 -1.8967 -1.1929 -0.2 -0.3 0.1 -0.6044
O 2.0148 -2.3231 0.9697 -0.2 -0.2 0.1 -0.4895
C 3.3956 -2.3782 1.2895 0.4 -0.3 0.1 -0.1642
C 4.2373 -1.2910 0.6357 -0.2 0.1 0.2 0.5938
O 5.3388 -1.5971 0.1919 0.0 -0.2 0.1 -0.6112
C 3.6717 0.0406 0.5365 0.2 0.1 0.0 -0.4561
C 4.1477 0.8943 -0.4668 -0.2 -0.2 0.5 0.5401
N 5.2767 0.6208 -1.1206 0.0 0.0 -0.3 -0.7708
N 3.4657 2.0330 -0.7752 0.2 0.0 -0.2 -0.4250
C 3.9284 2.9048 -1.8378 0.0 0.3 -0.2 -0.4357
C 2.2887 2.4052 -0.1240 0.0 -0.1 0.0 0.8062
O 1.6668 3.3844 -0.4683 -0.1 0.2 0.0 -0.6187
N 1.9139 1.6239 0.9284 -0.2 0.0 0.2 -0.4616
C 0.7296 2.0508 1.6554 -0.2 0.1 0.2 -0.4198
C 2.5577 0.4517 1.3566 0.4 0.3 -0.2 0.6884
O 2.1687 -0.1008 2.3668 0.0 -0.1 0.2 -0.6278
C -2.4939 -0.4950 1.7354 0.2 -0.2 -0.3 -0.1968
C -3.8316 -0.1468 1.7582 -0.4 -0.1 -0.2 -0.2203
C -4.6296 -0.4109 0.6628 -0.1 0.1 -0.1 0.2041
O -6.0023 -0.0977 0.6850 0.8 -0.9 0.2 -0.4957
C -6.3220 1.1596 0.3774 -1.0 1.2 -0.3 0.7949
F -5.8297 2.0614 1.2738 0.1 -0.1 0.3 -0.3545
F -5.8199 1.5666 -0.8140 0.1 -0.2 -0.2 -0.3440
H -5.3611 -1.8927 -3.3460 0.1 0.0 0.0 0.2055
H -4.1077 -2.8372 -2.5040 0.0 0.0 0.0 0.1780
H -3.7258 -1.2155 -3.1571 0.0 0.0 0.0 0.1795
H -2.3281 -1.8356 -1.3626 0.0 -0.1 -0.1 0.2186
H -0.0462 -1.3638 1.5891 0.1 0.0 0.1 0.2380
H -0.1382 -1.8284 -1.4385 0.0 0.0 -0.1 0.2165
H 3.8151 -3.3437 0.9841 -0.1 0.2 0.0 0.2108
H 3.4399 -2.2747 2.3768 0.0 0.0 -0.2 0.2388
H 5.4875 1.0587 -1.9998 0.0 0.0 0.1 0.3993
H 5.6725 -0.2984 -0.8878 0.0 0.2 0.0 0.4535
H 4.9386 3.2576 -1.6272 0.0 0.0 0.0 0.2078
H 3.8979 2.3937 -2.8019 0.0 0.0 0.0 0.2018
H 3.2471 3.7541 -1.8699 0.2 -0.1 0.0 0.2702
H 0.7485 3.1330 1.7664 0.0 -0.1 0.0 0.2255
H -0.1705 1.7648 1.1092 0.0 0.0 0.0 0.2093
H 0.7456 1.5613 2.6263 0.0 0.1 -0.1 0.2409
H -1.8709 -0.2917 2.5922 0.1 0.0 0.1 0.2197
H -4.2663 0.3303 2.6226 -0.1 0.0 0.0 0.2370
H -7.4173 1.2641 0.3533 0.4 -0.2 0.0 0.1316
```
Forces are in eV/Å.

## Properties
**Orbital gap**: 8.58 eV
**E_tot**: -44250.3212 eV
**Charge**: 0
**SMILES string**: COc1cc(/C=C/C(=O)OCC(=O)c2c(N)n(C)c(=O)n(C)c2=O)ccc1OC(F)F
**Spin multiplicity**: 1
**Highest occupied orbital energy**: -0.320 hartree


2.
C19H19F2N4O4PdS3 | ωB97M-V with the def2-TZVPD basis set

```
52
Properties=species:S:1:pos:R:3:forces:R:3:nbo_charge:R:1
Pd 0.1407 -0.6077 0.0155 -0.2 -0.2 -0.7 1.1276
F -2.4125 -1.3044 -4.6003 0.0 0.0 0.0 -0.2963
C -1.2593 -1.0869 -3.9682 0.0 0.0 0.0 0.4680
C -1.2707 -1.0155 -2.5847 0.0 -0.1 0.0 -0.3846
C -0.0682 -0.7814 -1.9672 -0.1 0.1 0.0 0.0999
C 1.1396 -0.6467 -2.6504 0.0 0.0 0.0 -0.2150
C 1.0708 -0.7331 -4.0416 0.0 0.0 0.0 0.4626
F 2.1898 -0.6093 -4.7641 0.0 0.0 0.0 -0.3036
C -0.1094 -0.9411 -4.7203 0.0 0.0 0.0 -0.3562
C 2.3479 -0.5173 -1.8393 0.0 0.0 0.0 0.2240
C 3.6643 -0.5131 -2.2857 0.0 0.0 0.0 -0.2212
C 4.6922 -0.5187 -1.3599 0.0 0.0 0.0 -0.1084
C 4.4033 -0.5407 -0.0031 0.0 0.0 0.0 -0.2343
C 3.0833 -0.5211 0.3879 0.0 0.0 0.0 0.0619
N 2.0925 -0.4813 -0.5114 0.0 0.0 -0.1 -0.4396
H -2.1860 -1.1998 -2.0410 0.0 0.0 0.0 0.2584
H -0.1271 -1.0033 -5.7985 0.0 0.0 0.0 0.2667
H 3.8736 -0.5298 -3.3418 0.0 0.0 0.0 0.2590
H 5.7191 -0.5245 -1.6996 0.0 0.0 0.0 0.2430
H 5.1808 -0.5730 0.7457 0.0 0.0 0.0 0.2476
H 2.7868 -0.5319 1.4266 0.0 0.0 0.0 0.2442
C -0.3929 -0.6240 5.6148 0.0 0.0 0.0 -0.6540
C 0.1412 -0.0711 4.3391 0.0 0.0 0.0 0.2235
C 0.8645 1.0762 4.0685 0.0 0.0 0.0 -0.3444
C 1.0695 1.0826 2.6872 0.1 -0.1 -0.1 0.1766
N 0.5120 -0.0103 2.1422 0.1 -0.1 0.1 -0.4059
N -0.0515 -0.6820 3.1680 0.1 -0.1 -0.1 -0.3289
C 1.8034 2.1310 1.9156 0.0 0.0 0.0 -0.6528
H 0.2185 -0.2968 6.4526 0.0 0.0 0.0 0.2404
H -0.4029 -1.7130 5.5959 0.0 0.0 0.0 0.2392
H -1.4131 -0.2790 5.7853 0.0 0.0 0.0 0.2410
H 1.2011 1.8142 4.7764 0.0 0.0 0.0 0.2403
H -0.4633 -1.5995 2.9575 0.0 0.1 0.1 0.4608
H 2.6810 2.4540 2.4748 0.0 0.0 0.0 0.2429
H 1.1735 3.0070 1.7590 0.0 0.0 0.0 0.2419
H 2.1395 1.7825 0.9411 0.0 0.0 0.0 0.2106
S -0.2792 1.6292 -0.4684 0.1 0.1 0.1 0.1362
C -1.9238 1.7594 -0.9095 0.1 0.0 0.0 -0.0278
N -2.9107 0.9551 -0.6349 0.0 0.0 0.1 -0.5363
C -4.2002 1.2953 -1.2395 0.0 0.0 0.0 -0.2319
C -4.1518 2.7976 -1.4850 0.0 0.0 0.0 -0.5292
S -2.3936 3.1596 -1.8097 0.0 0.0 0.0 0.3956
H -2.7389 0.0839 -0.1170 0.0 0.0 0.0 0.4781
H -5.0042 1.0180 -0.5614 0.0 0.0 0.0 0.2444
H -4.3144 0.7380 -2.1722 0.0 0.0 0.0 0.2220
H -4.4714 3.3697 -0.6163 0.0 0.0 0.0 0.2401
H -4.7354 3.0928 -2.3523 0.0 0.0 0.0 0.2618
O -2.6448 -3.3233 0.4108 0.2 -0.2 -0.4 -0.8952
S -1.4089 -2.6846 0.6939 -0.6 0.5 0.2 2.5610
O -1.6888 -1.1045 0.5509 -0.1 0.0 0.4 -0.9466
O -0.8311 -2.9399 1.9909 -0.1 0.0 0.2 -0.9848
O -0.3347 -2.7378 -0.3565 0.7 -0.1 0.3 -0.9223
```
Forces are in eV/Å.

## Properties
**Orbital gap**: 6.97 eV
**E_tot**: -75576.2968 eV
**Energy relative to the best compared isomer or geometry (same formula, charge and spin)**: 0.078 eV
**Charge**: +1
**Spin multiplicity**: 1
**Highest occupied orbital energy**: -0.445 hartree


3.
C19H19MnN4O2S | ωB97M-V with the def2-TZVPD basis set

```
46
Properties=species:S:1:pos:R:3:forces:R:3:nbo_charge:R:1
Mn 0.3074 0.0912 0.2987 -0.7 -0.7 2.3 1.1740
C 1.7607 0.4018 -1.4358 1.1 0.8 -1.1 -0.2517
O 1.3380 -0.8916 -1.0494 0.1 -0.1 0.2 -0.4924
C 0.4712 -1.5583 -1.9431 -1.4 -0.7 -0.6 0.2801
C 0.9058 -2.2642 -3.0463 0.2 0.2 0.3 -0.2446
C -0.0430 -2.8835 -3.8489 0.0 0.1 0.1 -0.1672
C -1.3931 -2.7938 -3.5446 0.1 0.0 0.0 -0.1624
C -1.8263 -2.1173 -2.4166 0.2 0.3 0.4 -0.1771
C -0.8872 -1.4919 -1.5999 1.2 0.0 -1.6 0.0229
N -1.1955 -0.8284 -0.4115 -1.8 -1.7 1.6 -0.2378
N -1.5574 0.4036 -0.3684 0.3 1.1 -1.9 -0.2635
C -2.2841 1.0558 0.5806 -0.3 0.1 0.8 0.1605
C -1.4708 1.7001 1.5685 -0.8 0.1 0.1 0.4042
O -0.2002 1.4322 1.5064 0.6 0.2 0.0 -0.6652
C -2.0785 2.4873 2.5597 0.1 0.1 0.0 -0.2892
C -3.4482 2.6118 2.5837 0.6 0.0 0.2 -0.0183
C -4.2767 1.9515 1.6477 -0.7 -0.4 -0.5 -0.1074
C -5.6797 2.0207 1.7318 0.8 0.1 0.1 -0.0982
C -6.4713 1.3534 0.8179 0.0 -0.2 -0.2 -0.1439
C -5.8949 0.6001 -0.2038 0.0 0.0 0.1 -0.1729
C -4.5220 0.5119 -0.3143 0.0 0.0 0.0 -0.1233
C -3.6936 1.1647 0.6128 0.0 0.0 0.0 -0.0255
H 2.8549 0.4707 -1.4019 -0.3 0.0 0.3 0.2587
H 1.3286 1.1540 -0.6957 0.8 0.5 -0.9 0.1443
H 1.4286 0.6674 -2.4467 -0.2 0.0 0.4 0.2665
H 1.9555 -2.3330 -3.2818 0.2 0.0 0.0 0.2496
H 0.2808 -3.4354 -4.7153 0.0 -0.1 -0.1 0.2510
H -2.1173 -3.2660 -4.1882 -0.1 -0.1 0.0 0.2494
H -2.8725 -2.0694 -2.1587 -0.1 0.0 0.0 0.2377
H -1.4525 2.9771 3.2897 0.0 0.0 0.1 0.2486
H -3.9191 3.2075 3.3524 0.0 0.1 0.1 0.2454
H -6.1300 2.5938 2.5291 0.0 0.1 0.0 0.2401
H -7.5438 1.4085 0.8995 -0.2 0.0 0.0 0.2486
H -6.5259 0.0787 -0.9067 0.0 0.0 -0.1 0.2462
H -4.0745 -0.0519 -1.1175 0.0 -0.1 -0.1 0.2200
C 2.8981 1.3365 3.8120 0.4 0.2 0.1 -0.4424
N 1.8642 0.4037 3.4222 -0.1 -0.2 -0.2 -0.5179
C 2.0112 -0.5402 2.5145 -0.1 -0.3 0.6 0.3277
N 3.1977 -0.8152 1.9646 0.2 0.3 0.2 -0.7726
S 0.6433 -1.4860 2.0324 -0.1 0.3 -0.4 -0.1016
H 2.4729 2.0810 4.4774 0.0 0.0 0.0 0.2521
H 3.2960 1.8443 2.9327 0.0 0.0 0.0 0.2157
H 3.7137 0.8326 4.3320 0.0 0.0 0.1 0.2263
H 0.9356 0.5363 3.8035 0.1 -0.2 -0.2 0.4424
H 4.0530 -0.4992 2.3992 0.0 0.1 -0.1 0.4253
H 3.2599 -1.6365 1.3802 0.0 0.0 0.1 0.4377
```
Forces are in eV/Å.

## Properties
**Orbital gap (alpha / beta)**: 6.21 / 5.98 eV
**E_tot**: -72204.6746 eV
**Energy relative to the best compared isomer or geometry (same formula, charge and spin)**: 2.605 eV
**Charge**: +2
**Spin multiplicity**: 5
**Highest occupied orbital energy (alpha / beta)**: -0.518 / -0.540 hartree


4.
C19H19N3O8 | ωB97M-V with the def2-TZVPD basis set

```
49
Properties=species:S:1:pos:R:3:forces:R:3:nbo_charge:R:1
O -5.6455 -0.7997 0.0039 0.0 0.0 -0.1 -0.6023
C -5.2618 -0.0358 0.8487 -0.1 -0.1 -0.2 0.7960
O -5.2664 -0.3357 2.1523 0.0 0.0 0.7 -0.6834
C -4.7272 1.3501 0.5888 0.2 -0.1 -0.2 -0.5469
C -3.7973 1.3791 -0.6409 -0.3 0.0 0.1 -0.1927
N -2.5029 0.7754 -0.4551 0.3 -0.1 0.1 -0.4571
C -2.4799 -0.6452 -0.2442 -0.1 -0.2 0.0 -0.2279
C -1.0603 -1.1692 -0.5656 -0.2 1.0 0.0 0.0163
N -1.0435 -2.6291 -0.2672 0.1 0.1 -0.1 0.5444
O -1.5102 -2.9673 0.7929 -0.2 -0.3 0.5 -0.3728
O -0.5355 -3.3666 -1.0749 0.2 -0.5 -0.3 -0.3647
C -0.7166 -0.8845 -1.9903 0.1 0.0 -0.1 -0.1672
C -0.2254 0.2969 -2.3476 -0.1 -0.3 -0.2 -0.2536
C 0.0454 1.3918 -1.3967 -0.5 0.1 0.4 0.6163
O 0.1946 2.5399 -1.7094 -0.1 0.0 -0.3 -0.5319
C -0.1646 0.9986 0.1070 -0.7 -0.1 -0.6 -0.0566
N 0.7618 1.7972 0.9308 -0.1 0.2 0.3 0.5474
O 0.5685 2.9830 0.9853 0.0 0.3 0.1 -0.3274
O 1.6603 1.2107 1.5013 0.3 0.0 0.5 -0.3970
C -1.5994 1.4516 0.4412 0.0 0.2 0.1 -0.2175
C -0.0176 -0.5035 0.3582 0.2 0.0 0.1 -0.2087
C 1.3920 -1.1018 0.1380 0.0 0.2 -0.1 -0.5289
C 2.4255 -0.1371 -0.4114 -0.1 -0.4 -0.1 0.6293
O 2.1395 0.7082 -1.2398 0.6 -0.2 0.2 -0.5695
C 3.8156 -0.3002 0.0507 0.6 0.2 0.0 -0.0950
C 4.6484 0.8180 -0.0128 -0.2 -0.1 0.0 -0.1662
C 5.9586 0.7387 0.4157 0.0 0.0 0.0 -0.2106
C 6.4588 -0.4631 0.8903 0.0 -0.1 0.0 -0.1853
C 5.6451 -1.5849 0.9326 0.1 -0.1 0.1 -0.2041
C 4.3274 -1.5083 0.5234 -0.2 0.2 -0.1 -0.2037
H -5.6358 -1.2210 2.3023 0.0 0.1 -0.3 0.5006
H -4.2285 1.7207 1.4834 0.0 0.1 0.0 0.2292
H -5.5855 1.9917 0.3816 0.0 0.0 0.1 0.2512
H -3.6302 2.4151 -0.9411 -0.1 0.0 0.0 0.2137
H -4.2944 0.8545 -1.4605 0.0 0.1 0.0 0.2223
H -3.2032 -1.1164 -0.9141 0.0 0.0 0.1 0.2372
H -2.7219 -0.9340 0.7933 0.0 0.0 -0.2 0.2017
H -0.9205 -1.6604 -2.7130 0.0 0.0 -0.1 0.2445
H -0.0087 0.5366 -3.3766 0.0 0.0 -0.2 0.2411
H -1.6668 2.5298 0.2821 0.1 -0.1 0.0 0.2523
H -1.8043 1.2298 1.5049 0.0 0.1 0.0 0.1769
H -0.3028 -0.6972 1.4001 0.0 0.0 -0.2 0.2484
H 1.3479 -1.9190 -0.5905 0.0 -0.1 0.1 0.2536
H 1.7552 -1.5036 1.0819 0.0 0.0 -0.1 0.2460
H 4.2407 1.7447 -0.3865 0.0 0.1 0.0 0.2364
H 6.5916 1.6123 0.3776 0.0 0.1 0.0 0.2191
H 7.4838 -0.5291 1.2236 0.1 0.0 0.0 0.2165
H 6.0405 -2.5244 1.2890 0.0 -0.1 0.0 0.2158
H 3.7151 -2.3968 0.5436 -0.1 -0.1 0.0 0.2150
```
Forces are in eV/Å.

## Properties
**Orbital gap**: 9.22 eV
**E_tot**: -40856.2029 eV
**Energy relative to the best compared isomer or geometry (same formula, charge and spin)**: 0.056 eV
**Charge**: 0
**SMILES string**: O=C(O)CCN1C[C@@]2([N+](=O)[O-])C=CC(=O)[C@@]([N+](=O)[O-])(C1)[C@@H]2CC(=O)c1ccccc1
**Spin multiplicity**: 1
**Highest occupied orbital energy**: -0.343 hartree